[1]
157
Properties=species:S:1:pos:R:3:forces:R:3:lowdin_charge:R:1 method="wB97M-V/def2-TZVPD" spin_multiplicity=1 e_above_lowest_kj_mol=437.1 charge=+1 e_tot_ha=-6411.8664 orbital_gap_ha=0.2705 e_homo_ev=-9.1993
C -6.39452 4.98881 0.47930 0.816 -0.267 -0.888 -0.086
C -6.58993 5.75372 -0.83671 0.408 0.074 -0.596 -0.219
C -5.74298 5.08944 -2.01982 -1.268 0.732 0.935 -0.097
N -6.15918 5.58910 -3.43964 0.947 -0.723 0.837 -0.227
C -5.11813 4.90084 -4.41430 -1.723 -0.150 0.212 -0.075
C -5.51859 5.15048 -5.86114 -0.544 0.404 -0.278 -0.159
C -6.97968 4.72549 -6.21522 1.012 -0.086 0.718 -0.160
C -7.97960 5.27960 -5.19557 0.219 0.747 -1.018 -0.180
C -7.59300 5.11072 -3.74580 0.261 -1.039 -0.833 -0.101
C -6.01580 7.09380 -3.44253 -0.532 -0.485 -0.121 0.024
H -6.75147 3.96401 0.37694 -0.226 0.040 0.146 0.081
H -6.82485 5.46098 1.36245 -0.017 0.053 -0.279 0.085
H -5.31364 4.90339 0.59113 0.062 -0.023 0.554 0.082
H -6.31050 6.79928 -0.70704 0.358 -0.020 0.027 0.101
H -7.65343 5.82326 -1.06527 -0.041 -0.384 -0.352 0.096
H -5.83287 4.00872 -1.90987 -0.538 -0.094 -0.668 0.129
H -4.66424 5.22573 -1.94323 -0.075 0.643 0.125 0.131
H -5.19518 3.85812 -4.10627 -0.023 -0.147 -0.315 0.133
H -4.09433 5.20335 -4.19426 -0.281 0.507 0.231 0.138
H -4.79799 4.66780 -6.52136 -0.022 -0.151 0.083 0.124
H -5.40517 6.21621 -6.05976 0.062 0.134 -0.058 0.104
H -6.95764 3.63645 -6.25502 -0.412 -0.132 0.113 0.117
H -7.28254 5.08167 -7.19986 0.297 -0.032 -0.024 0.118
H -8.96570 4.86947 -5.41356 -0.015 -0.315 0.483 0.129
H -8.12563 6.33376 -5.43119 0.146 0.303 0.107 0.116
H -7.60241 4.03333 -3.58071 0.347 -0.057 0.418 0.142
H -8.38726 5.51820 -3.12035 0.717 0.470 0.360 0.132
H -5.07723 7.35394 -2.95314 -0.181 -0.025 0.032 0.117
H -6.88944 7.46449 -2.90638 0.310 0.243 0.079 0.107
H -6.02744 7.50918 -4.45021 -0.025 -0.313 0.040 0.099
C 6.10783 -4.06413 2.93183 0.659 -1.084 -0.870 -0.081
C 6.67058 -5.54368 2.69435 -0.124 1.365 -1.403 -0.194
C 6.62182 -5.95632 1.17647 -2.168 0.839 -0.769 -0.158
C 5.12519 -5.97192 0.59020 0.697 -1.425 -0.206 -0.077
N 4.96882 -6.47166 -0.91628 1.710 -0.798 1.724 -0.183
C 3.46229 -6.48134 -1.26210 1.516 0.974 -0.985 -0.058
C 3.32381 -7.50679 -2.39829 -0.459 0.427 -0.210 -0.139
C 4.55605 -8.38327 -2.33158 0.975 -0.608 0.875 -0.159
C 5.32787 -7.99825 -1.07432 -0.169 1.289 0.633 -0.090
C 6.00342 -5.70716 -1.81673 -1.817 0.762 -0.059 -0.078
C 5.86345 -4.13833 -1.73422 -0.350 -1.276 0.322 -0.229
C 6.99494 -3.47540 -2.44261 0.784 0.534 -0.422 -0.109
H 6.67032 -3.54972 3.71099 -0.691 -0.424 0.671 0.071
H 5.01956 -4.01857 2.97311 0.143 0.071 0.629 0.070
H 6.38273 -3.41001 2.10439 0.027 -0.292 -0.608 0.060
H 6.19894 -6.33034 3.28328 -0.004 0.306 0.244 0.102
H 7.73001 -5.46055 2.93685 -0.018 -0.455 0.156 0.099
H 7.11220 -6.89932 0.93481 0.022 -0.049 0.300 0.103
H 7.06032 -5.16814 0.56444 0.631 -0.004 0.264 0.088
H 4.63814 -5.00140 0.68498 0.140 -0.053 -0.238 0.117
H 4.49427 -6.71153 1.08317 0.121 0.120 0.405 0.116
H 3.27773 -5.44456 -1.54340 -0.566 -0.144 0.021 0.133
H 2.91503 -6.74790 -0.35791 0.188 0.031 -0.082 0.136
H 3.26644 -7.07741 -3.39851 -0.051 0.428 0.210 0.120
H 2.40054 -8.07750 -2.29850 0.094 0.010 0.223 0.122
H 5.27230 -8.19159 -3.13055 -0.536 -0.480 -0.466 0.114
H 4.26425 -9.42835 -2.22791 0.373 -0.046 -0.526 0.126
H 6.41295 -8.09097 -1.12035 -0.116 0.058 -0.302 0.122
H 5.04450 -8.54764 -0.17656 -0.456 0.300 0.066 0.133
H 5.82338 -6.07394 -2.82726 -0.292 0.321 -0.159 0.124
H 7.00897 -6.08145 -1.62477 -0.157 0.182 0.781 0.125
H 5.73820 -3.77202 -0.71528 0.091 -0.239 0.062 0.099
H 4.99791 -3.80344 -2.30588 -0.424 -0.330 0.291 0.116
H 6.87232 -3.80349 -3.47480 0.648 0.449 -0.256 0.086
H 8.01205 -3.64417 -2.08889 -0.064 -0.704 0.095 0.083
H 6.93325 -2.39055 -2.35660 -0.443 0.022 -0.366 0.089
As -1.19138 -0.54748 1.59255 -0.480 -0.036 -0.928 0.918
F -2.89268 -0.40780 2.17053 1.674 0.108 -0.489 -0.313
F -0.76655 1.15751 1.97122 -0.563 -1.564 0.008 -0.312
F 0.49105 -0.76061 0.96572 -1.570 0.040 0.715 -0.322
F -1.57699 -2.23777 1.00785 0.609 1.800 0.933 -0.330
F -1.74300 0.06918 -0.03182 0.582 -0.674 1.456 -0.338
F -0.73536 -1.06833 3.24874 -0.232 0.337 -1.798 -0.302
N -7.73575 -1.69094 -3.22257 0.428 0.097 -0.105 -0.015
C -8.76906 -1.74942 -2.34423 -0.598 0.970 -0.452 -0.153
C -9.95473 -1.60795 -3.05331 1.416 -0.805 1.150 -0.110
C -9.57231 -1.55591 -4.41225 -0.457 0.048 -0.965 -0.137
C -8.19386 -1.55158 -4.53678 -0.330 -0.522 1.836 -0.114
H -6.79730 -1.78039 -2.86008 0.030 0.140 -0.650 0.145
H -8.58703 -1.67052 -1.28261 0.002 -0.383 -0.051 0.109
H -10.88056 -1.69691 -2.50439 -0.321 0.220 -0.713 0.090
H -10.27048 -1.62306 -5.23350 0.118 0.308 -0.105 0.087
H -7.50697 -1.55006 -5.37019 -0.247 -0.048 0.070 0.098
N -0.12221 11.55799 2.71435 0.369 3.119 1.385 -0.038
C -0.10402 10.40697 2.06542 -0.738 -2.521 0.754 -0.144
C -0.30192 9.39763 3.05801 0.710 1.277 -1.156 -0.097
C -0.30095 10.07480 4.29381 -0.009 0.154 0.572 -0.137
C -0.19639 11.44299 4.09076 -0.287 -1.575 -0.891 -0.111
H -0.07609 12.47555 2.29476 0.121 -0.335 -0.208 0.149
H 0.04835 10.42962 0.99646 -0.197 -0.401 0.097 0.103
H -0.38204 8.32413 2.97087 0.159 0.156 -0.349 0.082
H -0.30630 9.55911 5.24272 -0.215 0.200 0.057 0.089
H -0.22404 12.28157 4.77077 0.084 -0.076 -0.267 0.103
N -3.13683 -6.18957 -7.66202 1.424 1.542 2.065 0.011
C -3.00793 -5.46865 -6.43449 -0.302 0.210 -1.140 -0.119
C -2.29456 -4.31190 -6.70079 -0.533 -0.948 0.165 -0.141
C -1.89444 -4.30605 -8.06516 -0.567 -1.432 0.847 -0.102
C -2.34971 -5.53389 -8.56461 -0.262 1.141 -1.185 -0.161
H -3.66738 -7.02110 -7.87922 0.284 0.179 0.390 0.143
H -3.42448 -5.75154 -5.47905 -0.228 -0.317 -0.358 0.094
H -2.07451 -3.54645 -5.97136 -0.029 -0.084 0.004 0.088
H -1.35900 -3.44918 -8.44657 0.128 -0.580 -0.681 0.086
H -2.27055 -5.97817 -9.54580 0.087 0.291 -0.096 0.101
C 2.78617 2.35698 -5.93665 0.523 0.467 -1.275 -0.096
C 3.41020 2.55608 -7.19285 0.554 -0.020 1.034 -0.082
C 4.52869 3.41374 -7.31250 -1.208 -0.476 -0.013 -0.104
C 4.90188 4.20311 -6.24579 -1.058 0.009 1.178 -0.092
C 4.18177 4.09280 -5.02204 0.895 -0.448 -0.851 -0.085
C 3.18656 3.12857 -4.85683 0.481 0.577 -0.127 -0.109
H 1.99131 1.63352 -5.83079 -0.064 -0.040 -0.039 0.094
H 3.08526 1.99731 -8.05806 -0.037 -0.118 -0.010 0.090
H 5.04957 3.48584 -8.25584 -0.011 0.023 -0.097 0.096
H 5.67893 4.94332 -6.36694 0.157 -0.051 0.157 0.097
H 4.50132 4.67862 -4.17287 -0.084 0.163 0.034 0.093
H 2.74057 3.01672 -3.87960 -0.153 -0.095 0.018 0.099
C -2.39272 3.45257 9.39371 0.005 0.773 0.164 -0.075
C -1.32048 2.64032 8.71228 -0.772 0.715 0.385 -0.193
O -0.87713 1.63520 9.66131 2.074 -0.431 0.533 0.013
C 0.30319 1.83144 10.30015 0.362 5.073 -0.712 -0.302
O 0.93703 2.92086 10.28010 -1.999 -4.133 0.042 0.106
C 0.77186 0.63282 11.12591 -0.278 0.216 1.434 -0.534
F -0.06876 0.33022 12.15763 0.131 0.282 -0.948 0.141
F 0.82386 -0.40849 10.31504 0.510 -0.551 0.050 0.186
F 1.95255 0.88746 11.72033 -0.483 -0.348 -0.953 0.160
H -2.01428 4.18777 10.10389 0.453 -0.674 0.680 0.080
H -3.09988 2.75795 9.84705 -0.315 0.495 -0.029 0.086
H -2.82162 4.19493 8.72062 -0.597 -0.671 -0.606 0.080
H -0.55815 3.34370 8.37733 0.471 -0.717 -0.006 0.124
H -1.78426 2.07917 7.90102 0.441 -0.041 -0.047 0.130
C -0.69187 -7.74017 8.30145 -0.356 -0.146 -2.561 -0.039
C -1.10486 -6.82733 7.10278 1.164 0.745 1.813 -0.230
O -2.19314 -7.31601 6.38505 -1.702 -0.494 -2.117 0.027
C -2.01083 -8.15530 5.33798 2.970 -1.819 2.292 -0.332
O -1.01680 -8.85365 5.16240 -1.638 1.844 -0.035 0.144
C -3.24163 -8.40357 4.50864 0.935 -2.133 -0.856 -0.598
F -3.71603 -9.68766 4.75968 0.861 1.323 -0.624 0.130
F -4.17898 -7.59997 4.71118 -3.188 2.417 1.390 0.253
F -2.92406 -8.23276 3.21980 0.489 -1.031 -0.435 0.169
H -0.52896 -8.71485 7.84147 0.848 -0.103 0.221 0.066
H -1.53365 -7.96307 8.95706 0.198 0.858 0.398 0.080
H 0.20694 -7.25900 8.68710 -0.196 -0.545 0.633 0.082
H -0.33134 -6.49796 6.40904 0.521 -0.899 0.013 0.129
H -1.35105 -5.86320 7.54770 -0.899 0.002 -0.148 0.120
C 6.27741 3.73857 3.77021 1.284 -0.911 0.442 -0.071
C 6.17486 3.71221 2.25512 -1.503 -1.001 1.863 -0.237
O 7.28003 4.26759 1.58941 2.574 -0.455 -0.837 0.025
C 8.42492 3.49958 1.48254 -0.211 -3.323 1.344 -0.269
O 8.64094 2.35051 1.92675 -1.435 3.717 -1.217 0.112
C 9.61561 4.17880 0.72915 -2.089 -0.316 0.087 -0.620
F 10.23223 3.41501 -0.15174 0.228 -0.940 0.134 0.188
F 9.11640 5.17604 0.03935 -0.019 1.669 -0.464 0.181
F 10.46938 4.57416 1.63922 0.858 0.591 0.492 0.204
H 6.58158 4.67239 4.24306 -0.093 0.144 -0.363 0.084
H 7.03403 2.98129 3.97549 0.210 0.155 0.629 0.068
H 5.37316 3.37702 4.25980 -0.192 0.140 -0.314 0.085
H 5.21920 4.21209 2.09717 0.511 0.421 -1.386 0.126
H 6.08901 2.65440 2.00661 -0.142 0.093 -0.413 0.124

=====

[2]
56
Properties=species:S:1:pos:R:3:forces:R:3:lowdin_charge:R:1 method="wB97M-V/def2-TZVPD" spin_multiplicity=1 smiles=COc1ccc(C[C@@H](C)NCCC(c2ccccc2)c2ccccc2)cc1 e_above_lowest_kj_mol=37.3 charge=0 e_tot_ha=-1100.0311 orbital_gap_ha=0.3275 e_homo_ev=-8.1007
C 1.24013 2.19753 5.82119 0.158 0.022 0.136 -0.098
O 0.20296 1.97025 4.90095 -0.229 -0.134 -0.230 -0.090
C 0.05941 0.71498 4.38031 -0.045 -0.060 -0.078 -0.281
C 0.86852 -0.37206 4.68285 0.144 0.362 0.195 -0.025
C 0.62112 -1.60033 4.09068 -0.188 -0.061 -0.147 -0.039
C -0.42657 -1.77937 3.20223 0.011 -0.201 0.150 -0.243
C -0.65630 -3.10458 2.53719 0.375 0.212 -0.270 -0.124
C -0.06778 -3.11003 1.11193 -0.151 -0.446 0.155 -0.403
C -0.05024 -4.53594 0.54505 0.142 0.388 0.026 -0.055
N -0.82193 -2.17403 0.30356 -0.171 0.009 -0.057 -0.045
C -0.17759 -1.67281 -0.88987 -0.120 0.136 -0.106 -0.219
C -0.99543 -0.51201 -1.45377 0.343 -0.239 -0.179 -0.149
C -0.30502 0.12836 -2.66286 -0.132 0.025 0.165 -0.244
C 0.98916 0.79425 -2.24966 0.146 -0.134 -0.083 -0.207
C 2.21277 0.29823 -2.67756 -0.069 -0.025 0.008 -0.041
C 3.39542 0.90824 -2.29656 0.146 0.025 0.011 -0.085
C 3.36768 2.02583 -1.48146 0.134 0.005 -0.005 -0.095
C 2.15136 2.53058 -1.05297 -0.039 0.064 0.072 -0.075
C 0.97151 1.92056 -1.43635 0.034 -0.032 0.025 -0.023
C -1.15463 1.14499 -3.39237 -0.089 -0.101 -0.144 -0.194
C -2.22466 1.80543 -2.80452 0.044 -0.103 0.018 -0.044
C -2.94383 2.75332 -3.51355 -0.090 0.121 -0.016 -0.082
C -2.60269 3.05964 -4.81823 -0.083 0.084 -0.003 -0.097
C -1.53361 2.41076 -5.41291 0.059 -0.008 -0.085 -0.083
C -0.81863 1.46408 -4.70428 -0.053 0.009 -0.007 -0.032
C -1.23106 -0.68382 2.90520 0.023 0.117 0.141 -0.039
C -0.99350 0.54504 3.48086 0.087 0.155 0.134 -0.001
H 2.22355 2.01952 5.37304 -0.036 -0.010 0.026 0.094
H 1.15985 3.24603 6.10474 0.049 -0.079 0.012 0.091
H 1.13083 1.57342 6.71464 0.017 0.015 -0.042 0.094
H 1.69248 -0.28017 5.37347 0.055 0.050 0.062 0.099
H 1.26304 -2.43520 4.33599 0.050 -0.099 0.026 0.112
H -0.18496 -3.89930 3.11732 -0.073 -0.059 0.041 0.114
H -1.72636 -3.31136 2.47115 -0.056 -0.124 -0.005 0.121
H 0.96059 -2.73284 1.16360 -0.074 -0.013 0.032 0.147
H -1.05843 -4.94756 0.53085 -0.117 -0.063 0.000 0.078
H 0.33925 -4.53501 -0.47092 0.019 -0.068 -0.108 0.067
H 0.57909 -5.18254 1.15099 0.062 -0.138 0.055 0.074
H -1.72973 -2.56779 0.07466 0.019 0.003 0.023 0.125
H 0.81353 -1.30849 -0.60302 -0.014 -0.044 -0.056 0.125
H -0.04095 -2.44161 -1.67271 0.073 0.108 0.048 0.121
H -1.12456 0.21602 -0.65307 -0.083 0.053 0.029 0.111
H -1.98125 -0.87675 -1.75345 -0.085 0.034 0.034 0.125
H -0.06368 -0.67276 -3.37261 0.009 0.085 0.037 0.142
H 2.24302 -0.57617 -3.31331 -0.031 -0.086 -0.062 0.112
H 4.34002 0.50937 -2.63760 0.071 -0.026 -0.022 0.101
H 4.28965 2.50317 -1.18328 0.065 0.037 0.021 0.099
H 2.12240 3.40463 -0.41878 -0.007 0.069 0.050 0.103
H 0.02664 2.32700 -1.10734 -0.120 0.062 0.037 0.115
H -2.51128 1.58352 -1.78823 -0.024 -0.060 0.122 0.106
H -3.77574 3.25546 -3.04079 -0.062 0.037 0.034 0.101
H -3.16517 3.79911 -5.36899 -0.046 0.054 -0.038 0.099
H -1.25743 2.64285 -6.43130 0.020 0.014 -0.079 0.101
H 0.01740 0.96284 -5.17204 0.099 -0.059 -0.038 0.116
H -2.04488 -0.80098 2.20746 -0.082 0.016 -0.037 0.105
H -1.61349 1.39846 3.25442 -0.089 0.101 -0.027 0.115

=====

[3]
9
Properties=species:S:1:pos:R:3:forces:R:3:lowdin_charge:R:1 method="wB97M-V/def2-TZVPD" spin_multiplicity=1 e_above_lowest_kj_mol=278.3 charge=0 e_tot_ha=-549.8346 orbital_gap_ha="0.2753 / 0.2756" e_homo_ev="-9.8010 / -9.8060"
C -1.97200 0.54537 1.69156 1.792 -0.596 -3.389 -0.365
C 1.14774 0.43013 -0.18476 0.204 -0.868 1.152 -0.354
N -2.21118 0.56107 2.81025 -0.487 0.112 1.608 -0.129
O -0.50028 -1.37503 -1.24400 0.208 1.871 2.409 -0.345
P -0.54427 0.22817 -0.82895 -0.659 -0.830 0.230 0.969
H 1.27333 1.36774 0.39556 -0.328 -0.569 -0.270 0.044
H 1.85990 0.48638 -1.05224 -0.657 -0.412 0.632 0.055
H 1.33532 -0.47619 0.50382 0.108 1.391 -1.141 0.078
H -0.38857 -1.76764 -2.09124 -0.180 -0.100 -1.230 0.046